# 1
A molecular structure, C27H30BrN5RuS2 at a distorted geometry, computed with ωB97M-V with the def2-TZVPD basis set.

Summary:
E_LUMO (alpha / beta): -3.81 / -3.53 eV
Frontier orbital gap (alpha / beta): 0.227 / 0.233 hartree
Energy above the lowest of the compared OMol25 structures with the same formula, charge and spin: 1.1 kcal/mol
E_HOMO (alpha / beta): -9.98 / -9.88 eV

Structure (ORCA input):
```
! RIJCOSX wB97M-V def2-TZVPD def2/J DEFGRID3
* xyz 1 2
Ru 0.120 0.097 0.730
C 0.158 -3.270 1.089
N -0.809 -2.289 0.585
C -1.985 -2.145 1.448
C -2.943 -1.105 0.865
N -2.432 0.258 0.987
C -2.625 0.806 2.333
C -2.980 1.169 0.016
C -4.261 1.063 -0.506
C -4.736 1.993 -1.419
C -3.932 3.048 -1.816
C -2.667 3.189 -1.283
C -2.183 2.258 -0.369
S -0.582 2.469 0.283
C -1.157 -2.713 -0.755
C -1.847 -3.900 -0.970
C -2.041 -4.390 -2.249
C -1.519 -3.705 -3.338
C -0.868 -2.506 -3.147
C -0.699 -1.987 -1.859
S 0.019 -0.416 -1.684
H -0.187 -4.299 0.935
H 0.340 -3.130 2.154
H 1.093 -3.139 0.542
H -1.641 -1.852 2.445
H -2.535 -3.091 1.552
H -3.919 -1.212 1.359
H -3.068 -1.312 -0.202
H -3.650 0.628 2.685
H -2.454 1.882 2.325
H -1.925 0.349 3.033
H -4.911 0.262 -0.193
H -5.735 1.888 -1.813
H -4.291 3.764 -2.538
H -2.034 4.010 -1.583
H -2.233 -4.461 -0.130
H -2.560 -5.327 -2.384
H -1.638 -4.102 -4.334
H -0.458 -1.963 -3.983
C 2.880 4.777 2.924
C 3.052 3.566 2.069
C 4.162 3.420 1.238
C 4.268 2.310 0.419
C 3.230 1.394 0.446
Br 3.281 -0.151 -0.660
N 2.170 1.499 1.233
C 2.093 2.557 2.035
H 3.828 5.293 3.056
H 2.476 4.525 3.902
H 2.186 5.465 2.442
H 4.944 4.168 1.243
H 5.121 2.163 -0.224
H 1.217 2.600 2.674
N 3.099 -2.389 6.066
C 2.448 -1.901 4.995
C 1.117 -1.455 5.070
C 0.516 -0.931 3.950
N 1.104 -0.845 2.754
C 2.362 -1.300 2.672
C 3.067 -1.804 3.737
H 2.633 -2.480 6.951
H 4.042 -2.727 5.983
H 0.569 -1.523 5.999
H -0.506 -0.576 4.019
H 2.818 -1.280 1.695
H 4.087 -2.136 3.612
*
```

---

# 2
A molecular structure, C23H42Cl2N2O6PV at a distorted geometry, computed with ωB97M-V with the def2-TZVPD basis set.

Summary:
E_LUMO (alpha / beta): -0.02 / -0.02 eV
Frontier orbital gap (alpha / beta): 0.161 / 0.135 hartree
E_HOMO (alpha / beta): -4.42 / -3.69 eV

Structure (ORCA input):
```
! RIJCOSX wB97M-V def2-TZVPD def2/J DEFGRID3
* xyz 0 3
O 0.951 -0.476 -4.249
C -0.038 0.083 -3.713
C -0.457 1.577 -3.951
C 0.058 2.653 -3.264
H 0.314 2.541 -2.214
C 0.318 3.869 -3.928
H 0.868 4.693 -3.417
C -0.084 4.034 -5.271
H 0.115 4.985 -5.815
C -0.754 2.965 -5.920
H -1.082 3.093 -6.958
C -0.944 1.758 -5.249
H -1.380 0.926 -5.772
H -1.186 -0.399 -3.938
C -2.688 -0.971 -2.272
C -1.765 0.059 -1.613
H -3.454 -0.338 -2.778
H -3.232 -1.560 -1.498
H -2.359 -1.715 -2.991
C -2.257 1.340 -1.343
C -3.533 1.530 -0.720
H -1.903 2.226 -1.852
H -4.234 2.063 -1.305
H -3.478 2.142 0.142
H -4.025 0.670 -0.430
V -1.144 0.038 0.212
Cl -0.175 2.179 0.420
Cl -2.487 -0.438 2.057
H 4.338 0.951 -2.674
H 4.347 1.794 -0.288
C 3.259 1.208 -2.620
C 3.251 1.771 -0.220
N 2.732 0.930 -1.292
H 2.676 0.633 -3.344
C 2.067 -0.222 -1.012
O 1.199 -0.337 -0.149
H 2.943 1.370 0.751
H 2.361 -1.105 -1.644
H 3.144 2.287 -2.838
H 2.873 2.793 -0.338
H -0.623 -5.191 0.676
H 1.182 -5.652 -1.240
C -1.178 -4.804 -0.189
C 0.596 -4.988 -1.905
N -0.275 -4.139 -1.115
H -1.948 -4.109 0.153
C -0.267 -2.790 -1.188
O -0.972 -2.123 -0.363
H 1.280 -4.381 -2.507
H 0.352 -2.329 -1.975
H -1.651 -5.651 -0.704
H -0.001 -5.638 -2.570
C 0.124 3.335 4.739
C 0.448 2.328 3.678
O -0.873 1.436 3.654
P -0.932 -0.071 3.334
O -1.452 -0.924 4.526
C -1.160 -0.513 5.956
C 0.324 -0.551 6.167
O 0.414 -0.603 2.786
C 0.687 -2.183 2.770
C 2.150 -2.347 2.543
H -0.779 3.912 4.467
H 0.952 4.036 4.880
H -0.071 2.830 5.693
H 0.503 2.716 2.652
H 1.273 1.654 3.929
H -1.611 0.477 6.129
H -1.697 -1.282 6.518
H 0.833 0.311 5.701
H 0.518 -0.508 7.242
H 0.754 -1.492 5.777
H 0.321 -2.565 3.718
H 0.049 -2.528 1.936
H 2.736 -1.954 3.364
H 2.388 -3.419 2.478
H 2.453 -1.899 1.585
*
```

---

# 3
A molecular structure, C3H5CuLiO3 at a distorted geometry, computed with ωB97M-V with the def2-TZVPD basis set.

Summary:
E_LUMO (alpha / beta): -9.68 / -11.88 eV
Frontier orbital gap (alpha / beta): 0.375 / 0.287 hartree
Energy above the lowest of the compared OMol25 structures with the same formula, charge and spin: 23.1 kcal/mol
E_HOMO (alpha / beta): -19.88 / -19.70 eV

Structure (ORCA input):
```
! RIJCOSX wB97M-V def2-TZVPD def2/J DEFGRID3
* xyz 2 2
H -1.024 -0.225 -0.070
O -0.146 0.387 -1.124
C -0.133 1.470 -0.216
C -1.191 0.884 0.765
C 1.660 -2.984 1.010
O 1.889 -2.147 0.233
O 1.419 -3.871 1.701
Cu -1.106 0.845 -3.093
Li 1.599 -0.637 -0.991
H -0.534 2.393 -0.661
H 0.830 1.519 0.309
H -2.206 1.034 0.381
H -1.057 1.332 1.754
*
```

---

# 4
A molecular structure, C4H6OS at a distorted geometry, computed with ωB97M-V with the def2-TZVPD basis set.

Summary:
E_LUMO: 0.88 eV
Frontier orbital gap: 0.353 hartree
Energy above the lowest of the compared OMol25 structures with the same formula, charge and spin: 67.3 kcal/mol
E_HOMO: -8.73 eV

Structure (ORCA input):
```
! RIJCOSX wB97M-V def2-TZVPD def2/J DEFGRID3
* xyz 0 1
C 0.450 1.155 -0.299
C -0.835 1.060 -0.531
C 1.060 0.094 0.475
C -0.663 -0.882 0.597
O -1.523 0.063 0.041
S -0.699 -2.335 -0.362
H 1.019 1.854 -0.774
H -1.501 1.698 -1.105
H 1.790 -0.427 -0.120
H 1.463 0.361 1.480
H -0.874 -0.849 1.620
H 0.313 -1.792 -1.022
*
```

---

What did the fourth record say?
A molecular structure, C4H6OS at a distorted geometry, computed with ωB97M-V with the def2-TZVPD basis set.

Summary:
E_LUMO: 0.88 eV
Frontier orbital gap: 0.353 hartree
Energy above the lowest of the compared OMol25 structures with the same formula, charge and spin: 67.3 kcal/mol
E_HOMO: -8.73 eV

Structure (ORCA input):
```
! RIJCOSX wB97M-V def2-TZVPD def2/J DEFGRID3
* xyz 0 1
C 0.450 1.155 -0.299
C -0.835 1.060 -0.531
C 1.060 0.094 0.475
C -0.663 -0.882 0.597
O -1.523 0.063 0.041
S -0.699 -2.335 -0.362
H 1.019 1.854 -0.774
H -1.501 1.698 -1.105
H 1.790 -0.427 -0.120
H 1.463 0.361 1.480
H -0.874 -0.849 1.620
H 0.313 -1.792 -1.022
*
```